Arrangement one

An isolated molecule of C3H8N4S. Source: the OMol25 dataset; level of theory: ωB97M-V/def2-TZVPD.

Last column: natural (NBO) charge in e.
CARTESIAN COORDINATES (ANGSTROEM)
H1 0.525 2.464 -0.521  0.32
N1 -0.401 1.782 -0.279  -0.68
C1 0.156 0.661 -0.527  0.55
N2 1.584 0.476 -0.804  -0.47
N3 2.074 -0.806 -0.599  -0.22
C2 3.199 -0.883 0.271  -0.17
N4 -0.491 -0.597 -0.597  -0.80
S1 -2.144 -0.749 -0.826  0.44
C3 -3.093 -0.163 0.540  -0.85
H2 1.959 1.207 -0.134  0.34
H3 3.419 -1.851 0.686  0.21
H4 3.623 0.089 0.734  0.17
H5 -0.046 -1.463 -0.429  0.43
H6 -3.252 1.066 0.505  0.25
H7 -2.929 -0.630 1.742  0.23
H8 -4.181 -0.603 0.238  0.25

Its charge is 0. The multiplicity is 1. The HOMO energy is -8.599 eV. As for the frontier orbital gap: 8.7 eV. As for the SMILES: [H]/N=C(\NN=C)NSC. For the LUMO energy, the calculation gives 0.005 Eh.

=====

Arrangement two

A structure of composition C3H8N4S. Source: the OMol25 dataset; level of theory: ωB97M-V/def2-TZVPD.

Last column: natural (NBO) charge in e.
CARTESIAN COORDINATES (ANGSTROEM)
C1 1.054 -0.222 2.445  -0.70
C2 0.703 0.323 1.052  0.47
C3 -0.399 0.035 -1.210  0.22
H1 1.018 -1.309 2.246  0.25
H2 1.999 0.361 2.760  0.25
H3 0.131 0.052 2.987  0.24
H4 1.728 1.954 1.235  0.34
H5 -2.266 -0.636 1.669  0.13
H6 0.369 0.785 -1.456  0.21
H7 -0.121 0.165 -3.817  0.35
H8 -1.638 -0.463 -3.956  0.36
N1 1.158 1.447 0.522  -0.72
N2 -0.286 -0.350 0.204  -0.60
N3 -1.160 -0.503 -2.046  -0.29
N4 -1.048 0.106 -3.413  -0.68
S1 -1.242 -1.746 0.780  0.18

Its charge is 0. The multiplicity is 1. The HOMO energy is -8.436 eV. As for the frontier orbital gap: 8.2 eV. For the LUMO energy, the calculation gives -0.008 Eh.

=====

Arrangement three

An isolated molecule of C3H8N4S. Source: the OMol25 dataset; level of theory: ωB97M-V/def2-TZVPD.

Last column: natural (NBO) charge in e.
CARTESIAN COORDINATES (ANGSTROEM)
H1 -1.705 1.181 -1.791  0.34
N1 -1.126 0.437 -1.408  -0.73
C1 -0.333 0.926 -0.536  0.58
N2 -0.184 2.241 -0.173  -0.84
N3 0.518 0.042 0.201  -0.31
N4 1.720 0.650 0.650  -0.65
C2 0.286 -1.280 0.465  0.15
C3 -1.044 -1.878 0.106  -0.68
S1 1.451 -2.195 1.213  -0.17
H2 -0.514 2.956 -0.852  0.39
H3 0.696 2.458 0.298  0.42
H4 2.494 0.175 0.174  0.37
H5 1.824 0.377 1.622  0.37
H6 -1.089 -2.846 0.618  0.24
H7 -1.125 -2.025 -0.973  0.26
H8 -1.871 -1.218 0.386  0.24

Its charge is 0. The multiplicity is 1. The HOMO energy is -8.481 eV. As for the frontier orbital gap: 9.1 eV. As for the SMILES: [H]/N=C(\N)N(N)C(C)=S. For the LUMO energy, the calculation gives 0.022 Eh.

=====

Result of the stability comparison: arrangement three is the most stable of them.

=====

Arrangement one

An isolated molecule of C3H4O2S2. Source: the OMol25 dataset; level of theory: ωB97M-V/def2-TZVPD.

Last column: natural (NBO) charge in e.
CARTESIAN COORDINATES (ANGSTROEM)
C1 1.503 -0.816 -0.353  -0.25
O1 1.170 0.429 0.348  -0.51
C2 -0.076 1.006 0.379  0.11
S1 -0.336 2.600 0.370  0.06
C3 -1.111 -0.053 0.576  0.24
O2 -0.687 -1.006 1.276  -0.52
S2 -2.709 0.037 -0.031  0.11
H1 1.766 -1.725 0.377  0.22
H2 0.661 -0.975 -1.123  0.19
H3 2.367 -0.527 -0.875  0.20
H4 -2.545 1.031 -0.945  0.15

Its charge is 0. The multiplicity is 1. The HOMO energy is -9.331 eV. As for the frontier orbital gap: 8.3 eV. As for the SMILES: COC(=S)C(=O)S. For the LUMO energy, the calculation gives -0.039 Eh.

=====

Arrangement two

An isolated molecule of C3H4O2S2. Source: the OMol25 dataset; level of theory: ωB97M-V/def2-TZVPD.

Last column: natural (NBO) charge in e.
CARTESIAN COORDINATES (ANGSTROEM)
O1 2.158 0.467 0.902  -0.91
S1 1.137 0.082 -0.033  2.18
O2 1.394 -0.101 -1.423  -0.94
C1 0.223 -1.249 0.543  -0.63
C2 -1.268 -1.043 0.023  -0.30
S2 -1.634 0.480 -0.663  0.39
C3 -0.175 1.352 -0.209  -0.81
H1 0.374 -2.264 0.750  0.26
H2 -1.988 -1.693 0.410  0.23
H3 0.231 2.000 -0.918  0.26
H4 -0.452 1.968 0.618  0.25

Its charge is 0. The multiplicity is 1. The HOMO energy is -8.976 eV. As for the frontier orbital gap: 8.4 eV. As for the SMILES: O=S1(=O)C=CSC1. For the LUMO energy, the calculation gives -0.021 Eh.

=====

Arrangement three

An isolated molecule of C3H4O2S2. Source: the OMol25 dataset; level of theory: ωB97M-V/def2-TZVPD.

Last column: natural (NBO) charge in e.
CARTESIAN COORDINATES (ANGSTROEM)
O1 -3.329 0.109 -0.859  -0.52
C1 -2.296 0.281 -0.230  0.23
S1 -1.110 -0.991 0.047  0.28
C2 0.149 -0.059 0.934  -0.73
S2 1.123 1.027 -0.121  0.25
C3 2.139 -0.188 -0.848  0.21
O2 2.123 -1.342 -0.424  -0.55
H1 -1.985 1.278 0.153  0.13
H2 0.819 -0.764 1.401  0.28
H3 -0.316 0.553 1.739  0.25
H4 2.682 0.096 -1.791  0.17

Its charge is 0. The multiplicity is 1. The HOMO energy is -9.839 eV. As for the frontier orbital gap: 10.2 eV. As for the SMILES: O=CSCSC=O. For the LUMO energy, the calculation gives 0.013 Eh.

=====

Result of the stability comparison: arrangement three is the most stable of them.

=====

Arrangement one

A cluster of 2 separate species, C6H5NS in total. Source: the OMol25 dataset; level of theory: ωB97M-V/def2-TZVPD.

Last column: natural (NBO) charge in e.
CARTESIAN COORDINATES (ANGSTROEM)
C1 2.877 -2.024 1.166  -0.19
C2 2.086 -1.465 0.482  -0.27
C3 -1.970 0.137 -0.570  -0.25
C4 -0.767 -0.149 -0.075  -0.28
C5 -1.952 1.565 -1.019  0.06
C6 -0.085 1.184 0.036  -0.16
N1 -0.862 2.092 -0.633  -0.48
S1 1.198 1.544 0.935  0.45
H1 3.282 -2.763 1.776  0.23
H2 -2.779 -0.554 -0.649  0.22
H3 -0.256 -0.915 0.457  0.23
H4 -2.601 2.002 -1.790  0.20
H5 1.827 -0.652 -0.115  0.22

Its charge is 0. The multiplicity is 3. As for the expectation value of S²: 2.01. The HOMO energy (spin up / spin down) is -7.767 / -9.751 eV. As for the frontier orbital gap (spin up / spin down): 8.6 / 6.9 eV. For the LUMO energy (spin up / spin down), the calculation gives 0.031 / -0.107 Eh.

=====

Arrangement two

An isolated molecule of C6H5NS. Source: the OMol25 dataset; level of theory: ωB97M-V/def2-TZVPD.

Last column: natural (NBO) charge in e.
CARTESIAN COORDINATES (ANGSTROEM)
C1 1.050 -0.185 0.151  -0.25
C2 -0.030 0.193 1.110  0.17
C3 2.333 -0.345 0.792  -0.06
C4 -1.366 0.330 0.571  -0.40
C5 -0.653 -0.103 -1.572  -0.33
C6 0.718 -0.303 -1.148  -0.21
N1 0.359 0.344 2.315  -0.51
S1 2.062 -0.010 2.393  0.50
H1 -2.042 -0.495 0.723  0.23
H2 -1.810 1.310 0.526  0.23
H3 -1.207 -0.974 -1.883  0.21
H4 -0.894 0.801 -2.106  0.21
H5 1.480 -0.563 -1.873  0.22

Its charge is 0. The multiplicity is 3. As for the expectation value of S²: 2.05. The HOMO energy (spin up / spin down) is -7.011 / -9.384 eV. As for the frontier orbital gap (spin up / spin down): 7.5 / 7.3 eV. For the LUMO energy (spin up / spin down), the calculation gives 0.019 / -0.078 Eh.

=====

Result of the stability comparison: arrangement one is the most stable of them.

=====

Arrangement one

An isolated molecule of C2H7N5O. Source: the OMol25 dataset; level of theory: ωB97M-V/def2-TZVPD.

Last column: natural (NBO) charge in e.
CARTESIAN COORDINATES (ANGSTROEM)
H1 -3.056 -1.215 0.257  0.33
N1 -2.841 -0.292 -0.105  -0.74
C1 -1.583 -0.042 -0.030  0.55
N2 -1.169 1.232 -0.322  -0.82
N3 -0.609 -0.986 0.269  -0.35
O1 0.568 -0.903 -0.503  -0.37
C2 1.549 -0.242 0.185  0.67
N4 2.598 0.006 -0.682  -0.84
N5 1.481 0.231 1.368  -0.77
H2 0.558 -0.062 1.722  0.36
H3 -0.306 1.578 0.022  0.39
H4 -1.918 1.927 -0.190  0.41
H5 -0.872 -1.916 0.144  0.38
H6 2.403 -0.110 -1.702  0.40
H7 3.198 0.793 -0.431  0.41

Its charge is 0. The multiplicity is 1. The HOMO energy is -9.248 eV. As for the frontier orbital gap: 10.0 eV. As for the SMILES: [H]/N=C(/N)NO/C(N)=N\[H]. For the LUMO energy, the calculation gives 0.027 Eh.

=====

Arrangement two

A structure of composition C2H7N5O. Source: the OMol25 dataset; level of theory: ωB97M-V/def2-TZVPD.

Last column: natural (NBO) charge in e.
CARTESIAN COORDINATES (ANGSTROEM)
C1 -0.765 -0.340 -0.016  0.42
C2 1.051 0.160 0.341  0.65
N1 -1.267 -1.540 -0.462  -0.82
N2 1.314 1.460 -0.059  -0.79
N3 2.171 -0.662 0.244  -0.81
O1 -2.756 0.596 -0.398  -0.60
N4 -1.427 0.802 -0.036  -0.23
N5 0.080 -0.272 1.138  -0.63
H1 -3.122 1.496 -0.392  0.48
H2 -2.271 -1.582 -0.328  0.40
H3 -0.753 -2.314 -0.064  0.39
H4 3.023 -0.141 0.063  0.36
H5 2.362 -1.140 1.118  0.40
H6 1.906 1.518 -0.878  0.37
H7 0.454 1.960 -0.270  0.42

Its charge is 0. The multiplicity is 1. The HOMO energy (spin up / spin down) is -7.361 / -7.362 eV. As for the frontier orbital gap (spin up / spin down): 7.9 / 7.9 eV. For the LUMO energy (spin up / spin down), the calculation gives 0.020 / 0.020 Eh.

=====

Arrangement three

A cluster of 5 separate species, C2H7N5O in total. Source: the OMol25 dataset; level of theory: ωB97M-V/def2-TZVPD.

Last column: natural (NBO) charge in e.
CARTESIAN COORDINATES (ANGSTROEM)
C1 -0.455 -0.328 -0.001  0.47
C2 1.961 0.255 -0.188  0.24
H1 -2.039 -2.027 -0.593  0.34
H2 -3.788 0.115 -0.828  0.30
H3 -1.414 0.570 1.473  0.34
H4 0.846 -1.695 0.386  0.44
H5 -1.006 2.160 -0.652  0.50
H6 2.659 1.103 -0.315  0.21
H7 3.499 -0.803 -0.382  0.35
N1 -2.723 -0.510 0.104  -0.58
N2 -1.605 0.361 -0.045  -0.44
N3 -0.147 -1.529 -0.026  -0.72
N4 0.621 0.555 0.000  -0.18
N5 2.410 -1.045 0.140  -0.73
O1 0.289 2.024 0.104  -0.56

Its charge is 0. The multiplicity is 1. The HOMO energy is -8.879 eV. As for the frontier orbital gap: 8.0 eV. For the LUMO energy, the calculation gives -0.033 Eh.

=====

Result of the stability comparison: arrangement one is the most stable of them.

=====

Arrangement one

A cluster of 2 separate species, C6H10IN in total. Source: the OMol25 dataset; level of theory: ωB97M-V/def2-TZVPD.

Last column: natural (NBO) charge in e.
CARTESIAN COORDINATES (ANGSTROEM)
C1 -1.285 1.151 -1.182  -0.30
C2 -0.203 0.378 -0.993  -0.12
C3 0.805 0.655 -1.899  0.25
N1 1.608 0.880 -2.678  -0.31
C4 0.066 -0.607 0.159  -0.23
C5 1.510 -0.623 0.667  -0.61
C6 -0.392 -2.052 -0.203  -0.60
H1 -1.375 1.864 -2.084  0.23
H2 -2.080 1.105 -0.468  0.20
H3 -0.634 -0.274 0.843  0.21
H4 1.727 -1.299 1.420  0.22
H5 2.186 -0.704 -0.245  0.22
H6 1.800 0.260 1.155  0.22
H7 -1.472 -2.271 0.078  0.21
H8 0.214 -2.726 0.259  0.21
H9 -0.262 -2.421 -1.255  0.22
I1 -1.323 2.547 3.207  -0.11
H10 -0.892 4.135 3.218  0.11

Its charge is 0. The multiplicity is 1. The HOMO energy is -9.969 eV. As for the frontier orbital gap: 10.2 eV. As for the SMILES: C=C(C#N)C(C)C.I. For the LUMO energy, the calculation gives 0.007 Eh.

=====

Arrangement two

A structure of composition C6H10IN. Source: the OMol25 dataset; level of theory: ωB97M-V/def2-TZVPD.

Last column: natural (NBO) charge in e.
CARTESIAN COORDINATES (ANGSTROEM)
C1 0.071 1.756 -0.359  -0.45
C2 0.666 0.473 -0.993  -0.43
C3 0.858 -1.712 0.646  -0.42
C4 -0.131 -2.040 -0.436  -0.43
C5 -0.481 1.489 0.974  -0.25
C6 -0.007 -0.608 -0.024  0.08
N1 -0.936 0.035 0.876  -0.48
I1 -2.832 -0.002 -0.114  0.16
H1 0.844 2.553 -0.474  0.22
H2 -0.738 2.301 -0.877  0.22
H3 0.398 0.139 -2.052  0.23
H4 1.745 0.574 -0.785  0.21
H5 0.490 -2.052 1.638  0.23
H6 1.895 -1.500 0.472  0.21
H7 0.166 -2.369 -1.474  0.22
H8 -0.862 -2.714 -0.075  0.23
H9 0.200 1.548 1.816  0.21
H10 -1.344 2.129 1.242  0.22

Its charge is 0. The multiplicity is 1. The HOMO energy is -8.604 eV. As for the frontier orbital gap: 8.7 eV. For the LUMO energy, the calculation gives 0.002 Eh.

=====

Arrangement three

An isolated molecule of C6H10IN. Source: the OMol25 dataset; level of theory: ωB97M-V/def2-TZVPD.

Last column: natural (NBO) charge in e.
CARTESIAN COORDINATES (ANGSTROEM)
C1 0.044 -1.522 0.221  -0.36
C2 -0.486 -0.493 -0.846  -0.46
C3 -0.788 1.692 0.881  -0.48
C4 0.061 2.247 -0.221  -0.47
C5 1.621 -1.716 0.102  -0.31
C6 -0.535 0.918 -0.331  0.11
N1 2.138 -0.714 1.019  -0.53
I1 3.382 0.671 0.412  0.39
H1 -0.233 -1.169 1.174  0.22
H2 -0.434 -2.442 0.103  0.20
H3 0.120 -0.404 -1.649  0.21
H4 -1.414 -0.896 -1.117  0.22
H5 -0.518 1.211 1.859  0.22
H6 -1.711 2.122 0.948  0.20
H7 -0.335 3.002 -0.878  0.23
H8 1.178 2.104 0.102  0.21
H9 1.730 -2.787 0.332  0.23
H10 1.775 -1.746 -1.027  0.19

Its charge is 0. The multiplicity is 1. The HOMO energy (spin up / spin down) is -7.204 / -8.735 eV. As for the frontier orbital gap (spin up / spin down): 6.3 / 9.0 eV. For the LUMO energy (spin up / spin down), the calculation gives -0.032 / 0.009 Eh.

=====

Result of the stability comparison: arrangement one is the most stable of them.